{
  "formula": "C42H103N9O4",
  "method": "ωB97M-V with the def2-TZVPD basis set",
  "e_lumo_ev": 0.287,
  "smiles": "CCN(CC)CC.CCN(CC)CC.CCN(CC)CC.CCN(CC)CC.CCN(CC)CC.CNC(C)=O.CNC(C)=O.CNC(C)=O.CNC(C)=O",
  "e_tot_ev": -66819.6396,
  "de_lowest_ev": 7.165,
  "orbital_gap_ev": 7.9,
  "homo_ev": -7.63,
  "multiplicity": 1,
  "total_charge": 0,
  "symbols": ["C", "C", "N", "C", "C", "C", "C", "H", "H", "H", "H", "H", "H", "H", "H", "H", "H", "H", "H", "H", "H", "H", "C", "C", "N", "C", "C", "C", "C", "H", "H", "H", "H", "H", "H", "H", "H", "H", "H", "H", "H", "H", "H", "H", "C", "C", "N", "C", "C", "C", "C", "H", "H", "H", "H", "H", "H", "H", "H", "H", "H", "H", "H", "H", "H", "H", "C", "C", "N", "C", "C", "C", "C", "H", "H", "H", "H", "H", "H", "H", "H", "H", "H", "H", "H", "H", "H", "H", "C", "C", "N", "C", "C", "C", "C", "H", "H", "H", "H", "H", "H", "H", "H", "H", "H", "H", "H", "H", "H", "H", "C", "N", "C", "C", "O", "H", "H", "H", "H", "H", "H", "H", "C", "N", "C", "C", "O", "H", "H", "H", "H", "H", "H", "H", "C", "N", "C", "C", "O", "H", "H", "H", "H", "H", "H", "H", "C", "N", "C", "C", "O", "H", "H", "H", "H", "H", "H", "H"],
  "xyz": [[3.228, -9.017, 3.458], [3.151, -7.646, 2.718], [1.776, -7.117, 2.647], [0.868, -7.986, 1.850], [-0.269, -8.556, 2.709], [1.896, -5.810, 1.910], [0.710, -4.866, 1.932], [2.477, -9.713, 3.084], [2.978, -8.773, 4.490], [4.286, -9.280, 3.487], [3.873, -7.003, 3.221], [3.673, -7.818, 1.776], [0.353, -7.465, 1.044], [1.448, -8.791, 1.399], [-0.945, -7.808, 3.120], [-0.904, -9.238, 2.143], [0.166, -9.067, 3.568], [2.284, -6.044, 0.918], [2.728, -5.256, 2.346], [0.357, -4.692, 2.949], [-0.140, -5.338, 1.439], [1.016, -3.978, 1.378], [9.376, -3.658, -1.682], [8.330, -3.444, -0.533], [7.600, -2.198, -0.655], [6.914, -1.796, -1.889], [5.464, -2.274, -1.781], [7.154, -1.520, 0.537], [8.393, -0.590, 1.105], [9.937, -2.724, -1.706], [8.776, -3.807, -2.579], [10.100, -4.469, -1.600], [7.783, -4.386, -0.572], [8.852, -3.448, 0.424], [6.900, -0.706, -1.895], [7.300, -2.160, -2.841], [4.929, -1.966, -0.882], [4.816, -1.955, -2.598], [5.362, -3.359, -1.773], [6.841, -2.202, 1.327], [6.257, -0.946, 0.302], [8.252, -0.305, 2.147], [8.378, 0.342, 0.541], [9.409, -0.953, 0.952], [-3.372, 1.696, 8.368], [-4.239, 0.679, 7.741], [-3.520, -0.310, 6.983], [-4.305, -1.559, 6.806], [-3.615, -2.824, 6.172], [-2.616, 0.140, 5.946], [-3.409, 0.888, 4.821], [-3.616, 1.780, 9.427], [-3.560, 2.658, 7.891], [-2.297, 1.538, 8.451], [-4.606, 0.094, 8.585], [-5.190, 1.074, 7.385], [-4.712, -1.868, 7.769], [-5.192, -1.369, 6.201], [-3.022, -2.600, 5.285], [-2.958, -3.361, 6.856], [-4.400, -3.535, 5.915], [-1.998, -0.713, 5.664], [-1.959, 0.834, 6.469], [-3.770, 1.878, 5.103], [-4.270, 0.349, 4.426], [-2.836, 0.991, 3.899], [-7.413, -1.362, -8.459], [-7.507, -0.739, -7.100], [-6.270, -0.698, -6.315], [-5.078, 0.012, -6.882], [-3.849, -0.940, -6.737], [-6.487, -0.612, -4.861], [-6.983, -1.953, -4.202], [-6.599, -0.802, -8.918], [-8.292, -1.387, -9.103], [-7.099, -2.392, -8.288], [-8.010, 0.224, -7.006], [-8.286, -1.336, -6.625], [-4.968, 0.873, -6.222], [-5.319, 0.446, -7.853], [-3.907, -1.282, -5.703], [-3.023, -0.232, -6.813], [-3.757, -1.740, -7.471], [-5.529, -0.437, -4.371], [-7.087, 0.278, -4.673], [-7.402, -1.638, -3.247], [-7.730, -2.440, -4.829], [-6.193, -2.703, -4.249], [4.933, 3.059, 5.885], [3.426, 3.252, 5.646], [2.929, 4.630, 5.815], [2.991, 4.912, 7.231], [2.654, 6.349, 7.504], [1.512, 4.683, 5.367], [1.481, 4.421, 3.863], [5.303, 2.108, 5.501], [5.156, 3.074, 6.952], [5.623, 3.776, 5.439], [3.428, 3.021, 4.581], [2.940, 2.512, 6.281], [2.286, 4.310, 7.804], [3.980, 4.594, 7.560], [3.338, 7.050, 7.026], [1.639, 6.585, 7.183], [2.643, 6.301, 8.593], [1.334, 5.754, 5.467], [0.742, 4.237, 5.996], [1.321, 3.370, 3.621], [2.399, 4.802, 3.416], [0.655, 5.037, 3.508], [1.116, 1.330, -1.684], [0.107, 0.401, -1.127], [-1.106, 0.880, -0.724], [-2.200, -0.164, -0.464], [-1.315, 2.089, -0.476], [0.879, 1.692, -2.685], [2.067, 0.821, -1.837], [1.430, 2.092, -0.971], [0.308, -0.561, -1.363], [-3.027, 0.312, 0.064], [-1.950, -1.061, 0.102], [-2.629, -0.357, -1.447], [-2.105, -5.315, -4.024], [-0.887, -5.279, -4.872], [0.082, -4.401, -4.798], [1.327, -4.500, -5.624], [-0.100, -3.470, -3.976], [-2.402, -6.344, -3.820], [-2.924, -4.751, -4.470], [-2.009, -4.907, -3.018], [-0.681, -6.009, -5.538], [1.367, -5.198, -6.460], [2.078, -4.920, -4.954], [1.834, -3.543, -5.739], [-2.251, 8.922, -0.475], [-1.334, 8.009, -1.208], [-0.618, 8.511, -2.169], [-0.508, 10.021, -2.528], [-0.003, 7.679, -2.775], [-3.112, 9.283, -1.037], [-1.703, 9.735, 0.002], [-2.436, 8.331, 0.423], [-1.297, 7.024, -0.990], [-0.933, 10.693, -1.782], [-1.035, 10.353, -3.423], [0.566, 10.190, -2.596], [-2.554, 8.305, -7.619], [-1.785, 7.211, -7.203], [-2.137, 5.912, -7.191], [-1.204, 4.810, -6.772], [-3.286, 5.537, -7.473], [-1.974, 9.226, -7.675], [-3.379, 8.608, -6.974], [-3.031, 8.075, -8.572], [-1.066, 7.480, -6.547], [-1.201, 3.902, -7.375], [-1.397, 4.530, -5.736], [-0.175, 5.168, -6.808]],
  "atomic_forces_ev_per_a": [[-0.3, 2.1, 0.5], [0.1, -1.8, 0.6], [0.5, 1.3, -1.3], [-0.5, -0.2, 0.8], [0.3, -0.2, 0.3], [0.8, -0.3, 1.0], [-0.3, -1.2, -0.3], [0.6, -0.4, -0.1], [-0.2, -0.3, 0.2], [-0.3, -0.8, -0.4], [-0.6, 0.6, 0.4], [-0.5, 0.2, -1.0], [0.5, 0.4, -0.2], [-0.1, -0.1, -0.1], [0.2, 0.4, -0.1], [0.2, -0.2, -0.1], [-0.1, -0.2, 0.0], [-0.4, 0.2, -0.6], [0.1, -0.1, 0.4], [0.4, 0.4, 0.0], [-0.1, 0.2, -0.3], [-0.4, 0.2, 0.3], [-0.7, 1.2, 0.6], [1.1, -0.6, -0.6], [0.6, -0.3, -1.0], [-1.4, -0.5, 1.4], [-1.0, -0.4, -0.5], [2.5, 0.6, 0.6], [-1.9, 0.1, -0.6], [0.1, 0.0, -0.6], [0.4, 0.1, -0.3], [-0.4, -0.2, 0.4], [-1.0, 0.0, 0.4], [0.0, 0.2, 0.1], [0.2, 0.1, -0.3], [0.6, 0.0, 0.4], [0.3, 0.3, 0.2], [0.1, 0.2, -0.3], [0.4, -0.2, -0.1], [0.1, -0.3, 0.1], [0.4, 0.4, 0.1], [0.0, -0.2, 0.1], [-0.1, 0.1, -0.1], [-0.3, -0.7, 0.0], [0.4, 2.0, 0.8], [-0.1, -2.3, 1.3], [-0.1, -1.8, 0.2], [0.6, -0.1, -0.8], [-0.1, 0.8, 0.6], [-1.6, 0.7, 0.1], [0.8, -0.7, -0.7], [-0.4, 0.3, 0.0], [0.4, 0.3, 0.2], [0.0, -0.5, -0.7], [-0.2, -0.3, 0.2], [0.1, 0.4, -1.0], [0.2, 0.2, 0.2], [-0.3, 0.2, -0.3], [-0.2, 0.1, -0.1], [0.1, 0.3, 0.2], [0.0, 0.1, -0.2], [-0.2, 0.2, -0.5], [0.2, 0.2, -0.4], [0.2, 0.0, 0.3], [-0.2, -0.4, 0.6], [0.5, 0.4, 0.1], [1.4, 0.3, -0.1], [-1.3, 0.2, 1.6], [-0.2, -1.3, -0.7], [-1.4, -1.3, 1.5], [-0.6, 2.2, -0.2], [0.7, -0.9, -0.9], [-0.3, 1.3, -1.6], [0.0, -0.5, -0.9], [-0.1, 0.4, 0.3], [0.2, 0.0, -0.3], [0.0, 0.8, -0.9], [0.4, -0.4, 0.9], [0.6, 0.3, 0.0], [0.3, -0.4, -0.2], [0.3, -0.4, -0.2], [0.6, -0.5, -0.1], [-0.3, 0.1, 0.2], [0.2, 0.3, -0.2], [-0.6, -0.1, 0.5], [0.2, -0.8, 0.3], [-0.5, 0.4, 0.2], [0.3, 0.3, 0.8], [0.6, 0.2, 1.0], [1.9, 0.4, -1.4], [-0.6, -2.4, 0.6], [0.2, 0.2, -0.8], [-0.1, -0.4, 0.8], [1.8, 2.0, -0.9], [-0.9, 0.1, 0.6], [-0.4, -0.3, 0.1], [0.2, -0.1, 0.1], [-0.5, 0.5, -0.2], [-1.1, -0.3, 0.0], [-0.6, -0.1, -0.2], [-0.3, -0.5, 0.1], [0.0, 0.6, 0.3], [0.1, 0.0, 0.4], [0.1, 0.0, 0.1], [0.2, 1.3, 0.2], [-0.5, 0.0, -0.1], [0.2, -0.9, 0.1], [0.0, 0.1, -0.2], [0.0, -0.1, 0.0], [-0.1, -0.4, -0.5], [0.7, -0.6, 0.4], [0.9, 1.1, -0.8], [-0.4, 1.1, 1.7], [-0.4, 0.9, -0.3], [0.6, -2.3, -1.0], [-0.5, 0.4, 0.3], [-0.2, -0.7, 0.1], [-0.8, 0.4, -0.2], [-0.8, 0.0, 0.2], [0.3, 0.2, 0.2], [0.4, 0.0, -0.4], [0.1, -0.7, -0.1], [0.3, -0.1, 0.0], [-1.0, -2.4, -0.7], [-0.6, 3.8, 2.5], [1.2, -0.6, 0.9], [1.3, -0.6, -1.1], [0.0, -0.1, -0.6], [0.0, -0.2, -0.3], [0.9, 0.3, -0.3], [-0.8, -0.3, 0.2], [-0.4, 0.5, -0.3], [-0.1, -0.5, 0.4], [-0.8, 0.2, -0.7], [1.3, -1.6, 1.4], [-3.3, 2.7, 3.0], [0.7, 0.4, -1.8], [-0.4, -0.4, 1.1], [2.4, -0.8, -2.6], [0.0, -0.3, 0.2], [0.1, 0.3, -0.6], [-1.3, 0.1, -0.1], [0.1, 0.2, -0.4], [0.3, -0.2, 0.3], [0.3, -0.7, -0.4], [-0.2, 0.2, -0.3], [-1.9, 1.1, -0.8], [2.3, -0.2, 1.3], [-3.2, -2.1, -0.3], [1.8, 0.8, 0.5], [0.9, 1.0, -0.3], [0.4, -0.3, -0.4], [-0.2, -0.5, 0.5], [0.2, 0.2, -0.1], [0.4, -0.4, -0.2], [-0.7, 0.4, -0.2], [-0.2, 0.0, 0.0], [0.2, 0.0, 0.2]],
  "mulliken_charge": [-1.2080, -0.6500, 0.0034, -0.6011, -1.2486, -0.5775, -1.2329, 0.2793, 0.2957, 0.4237, 0.5021, 0.3902, 0.4473, 0.4130, 0.2885, 0.3967, 0.2794, 0.4118, 0.4003, 0.3112, 0.2814, 0.3934, -1.2523, -0.4569, 0.3700, -0.5428, -1.1483, -0.8620, -1.0954, 0.3124, 0.2826, 0.3896, 0.2299, 0.4189, 0.2837, 0.3028, 0.3316, 0.4102, 0.2764, 0.3808, 0.4191, 0.3554, 0.2973, 0.2975, -1.4220, -0.4001, 0.0983, -0.4658, -1.2388, -0.5990, -1.0930, 0.3880, 0.2970, 0.3827, 0.3864, 0.3815, 0.3490, 0.3501, 0.3336, 0.2977, 0.3642, 0.3961, 0.2119, 0.2929, 0.2878, 0.4013, -1.1628, -0.6505, 0.4272, -0.8887, -0.9285, -0.8122, -1.0357, 0.2734, 0.3833, 0.2737, 0.4010, 0.3494, 0.3873, 0.4472, 0.2046, 0.3564, 0.2711, 0.3954, 0.4441, 0.3663, 0.2748, 0.2266, -1.4370, -0.1900, -0.1366, -0.3906, -1.3007, -0.3181, -1.4101, 0.4101, 0.3537, 0.3494, 0.3541, 0.2228, 0.3238, 0.3082, 0.3169, 0.3322, 0.4293, 0.2976, 0.4106, 0.2841, 0.3444, 0.4466, -0.8816, -0.1479, 0.6369, -1.0534, -0.6368, 0.2990, 0.3058, 0.2912, 0.2725, 0.3100, 0.3068, 0.3016, -0.8182, -0.1518, 0.7220, -1.0803, -0.6880, 0.3326, 0.2632, 0.2796, 0.1864, 0.3268, 0.3087, 0.3116, -0.9858, -0.1268, 0.5615, -0.8836, -0.6680, 0.2639, 0.3390, 0.3738, 0.2707, 0.3341, 0.2524, 0.2682, -0.8526, -0.1907, 0.6198, -0.9692, -0.6386, 0.3143, 0.3063, 0.2939, 0.2447, 0.2995, 0.2540, 0.3190]
}